Entry 1:
Formula: C48H123CrF6N9O15P
Source: OMol25
Level of theory: ωB97M-V/def2-TZVPD

Computed properties:
- E: -149900.58127 eV
- HOMO-LUMO gap (spin up / spin down): 0.27525 / 0.27495 Eh
- ⟨S²⟩: 6.007
- Total charge: +1
- Spin multiplicity: 5

CARTESIAN COORDINATES (ANGSTROEM)
Cr -0.14728 0.24131 2.96330
P 0.97566 -0.48085 0.20104
F 0.51223 0.77168 -0.78235
F 0.39400 -1.48197 -0.91394
F 2.45430 -0.47170 -0.47504
F 1.34224 -1.72013 1.21122
F 1.47898 0.61444 1.30611
F -0.46369 -0.30324 0.91526
C -0.63126 3.05778 1.27992
O -0.21662 2.29318 2.42866
C 0.19906 3.24337 3.44308
C 0.36099 2.43458 4.75364
N -0.50977 1.23540 4.95600
C -1.90723 1.71228 5.16461
C -2.27796 2.20136 6.58574
O -1.97277 3.60880 6.65244
C -2.15379 4.14398 7.91931
H 0.21576 3.42299 0.69916
H -1.19962 3.95518 1.52432
H -1.19227 2.50294 0.52791
H -0.66923 3.89520 3.53939
H 1.12854 3.78595 3.27054
H 0.11145 3.12129 5.56250
H 1.38479 2.07830 4.86764
H -0.23696 0.78850 5.81969
H -2.55758 0.87802 4.90162
H -2.12875 2.53760 4.48794
H -1.62547 1.61760 7.23503
H -3.32086 1.91442 6.72041
H -2.06153 5.22932 7.87904
H -1.42650 3.75020 8.62931
H -3.13733 3.97485 8.35765
C -4.25348 2.52149 -4.43192
O -3.70641 1.54260 -3.57135
C -2.72579 0.69489 -4.22869
C -2.10370 -0.18754 -3.16336
N -3.07720 -1.19845 -2.82436
C -2.70258 -2.11672 -1.74351
C -3.87310 -3.08293 -1.31779
O -4.72034 -2.45121 -0.34047
C -5.50827 -3.34851 0.39980
H -4.81280 2.06201 -5.24685
H -3.48054 3.21854 -4.75567
H -5.02914 3.10172 -3.93212
H -1.94998 1.38577 -4.55865
H -3.16215 0.17633 -5.08238
H -1.74234 0.35587 -2.29032
H -1.24130 -0.67233 -3.62088
H -3.92905 -0.73362 -2.54436
H -2.31191 -1.71708 -0.80769
H -1.83633 -2.68615 -2.08034
H -3.42542 -4.00244 -0.94075
H -4.40903 -3.45647 -2.19034
H -4.98443 -4.09169 1.00095
H -5.99935 -3.96792 -0.35070
H -6.22741 -2.85233 1.05152
C -1.43133 3.90953 -2.38465
O -1.12617 5.03990 -1.57816
C -1.73800 6.23431 -2.06461
C -1.50929 7.27567 -0.96817
N -2.36046 6.99726 0.17276
C -2.03027 7.64384 1.45145
C -3.11993 7.10322 2.43573
O -3.09954 5.68533 2.35282
C -3.75712 4.96235 3.39027
H -2.46914 3.59289 -2.28090
H -0.79086 3.06786 -2.12105
H -1.17885 4.03010 -3.43813
H -2.81165 6.12309 -2.21629
H -1.24857 6.57909 -2.97547
H -1.72539 8.31761 -1.20428
H -0.44736 7.23187 -0.72634
H -2.48204 6.00080 0.28408
H -2.12327 8.71582 1.27743
H -1.00867 7.34670 1.68840
H -4.12683 7.32160 2.07995
H -3.06882 7.47225 3.46008
H -3.29921 5.17921 4.35536
H -3.64744 3.89919 3.17634
H -4.82495 5.15783 3.48833
C -2.50661 -8.96558 5.08211
O -1.17290 -8.41132 5.13662
C -1.07089 -7.11216 5.75259
C 0.44145 -6.79469 5.96236
N 1.10034 -6.39780 4.68447
C 2.53286 -6.10564 4.86133
C 3.24268 -5.98589 3.50677
O 2.97850 -4.67543 2.94372
C 3.65806 -4.51903 1.71919
H -3.32778 -8.44699 4.58730
H -2.85331 -9.21676 6.08451
H -2.36774 -9.92037 4.57494
H -1.57451 -7.09827 6.71916
H -1.50065 -6.39816 5.05001
H 0.95257 -7.64104 6.42121
H 0.53221 -5.96657 6.66528
H 1.04596 -7.25659 4.15566
H 2.86610 -6.95372 5.45950
H 2.78219 -5.18864 5.39523
H 2.84636 -6.79584 2.89439
H 4.31710 -6.15068 3.58765
H 4.74485 -4.54577 1.79834
H 3.29421 -3.59570 1.26842
H 3.37219 -5.29322 1.00715
C 3.01929 5.74182 -7.89637
O 2.64296 5.92553 -6.54004
C 2.57302 4.72349 -5.78202
C 2.04348 4.94270 -4.33708
N 2.89627 5.80403 -3.50152
C 2.27280 6.05593 -2.18412
C 1.98152 4.80951 -1.35958
O 3.22657 4.11545 -1.07252
C 3.17174 3.15075 0.03674
H 4.06541 6.04157 -7.95875
H 2.44233 6.35526 -8.58840
H 2.86532 4.75983 -8.34369
H 3.56489 4.27278 -5.74804
H 1.82168 4.09565 -6.26099
H 2.07739 3.92334 -3.95254
H 1.05867 5.40769 -4.38215
H 3.82705 5.42669 -3.39498
H 1.37987 6.66367 -2.33051
H 2.96784 6.75121 -1.71337
H 1.25276 4.10070 -1.75278
H 1.49143 5.15657 -0.44993
H 2.70507 2.22647 -0.30389
H 2.56081 3.49999 0.86914
H 4.10934 2.96469 0.56056
C 3.08814 0.54205 3.53506
O 1.81380 -0.05690 3.73501
C 1.87932 -1.35539 4.36572
C 0.53235 -1.93890 4.79139
N -0.46253 -1.76949 3.72730
C -1.81444 -1.82513 4.14577
C -2.60742 -1.41223 2.92109
O -2.32501 -0.02264 2.71979
C -3.26165 0.60425 1.82286
H 3.63486 0.59489 4.47655
H 2.76653 1.52875 3.20179
H 3.65417 0.03289 2.75503
H 2.42850 -1.28012 5.30424
H 2.30521 -2.09915 3.69226
H 0.14497 -1.47816 5.70012
H 0.61613 -2.96207 5.15771
H -0.31378 -2.66560 3.28575
H -2.01049 -1.07619 4.91307
H -2.04200 -2.80742 4.55979
H -3.67799 -1.50320 3.10471
H -2.44737 -1.95027 1.98676
H -4.27258 0.31111 2.10606
H -3.08673 0.35673 0.77586
H -3.25002 1.67828 2.00846
C 1.17016 -4.56420 -5.59894
C 2.43045 -3.69046 -5.53687
C 2.97727 -3.37167 -4.10776
O 4.06017 -2.52698 -4.11012
C 4.29803 -2.04656 -2.76367
N 3.42408 -4.31294 -6.41012
H 1.34646 -5.57636 -5.23485
H 0.69899 -4.55183 -6.58177
H 0.38014 -4.10452 -5.00508
H 2.19287 -2.76912 -6.06865
H 3.16729 -4.32603 -3.61666
H 2.19264 -3.01459 -3.44073
H 3.42658 -1.48954 -2.41960
H 5.16084 -1.38476 -2.83890
H 4.54652 -2.78063 -1.99719
H 3.33029 -3.94302 -7.34525
H 4.33377 -3.93423 -6.18850
C 1.48973 0.59901 -8.03332
C 2.62042 1.40005 -7.38214
C 2.85600 1.01936 -5.85549
O 1.63823 1.10871 -5.13462
C 1.82971 0.72069 -3.76453
N 3.83633 1.14036 -8.12387
H 1.79482 -0.42501 -7.81785
H 1.39562 0.66245 -9.11740
H 0.51166 0.71885 -7.56736
H 2.37905 2.46150 -7.43849
H 3.53687 1.69109 -5.33271
H 3.21584 -0.00940 -5.87113
H 2.65130 1.20441 -3.23621
H 1.96992 -0.35322 -3.64147
H 0.92679 0.91467 -3.18556
H 4.60783 1.72029 -7.82628
H 3.66383 1.41188 -9.08127
C -1.69263 -5.27289 2.01349
C -0.21456 -5.01793 1.69659
C 0.15897 -4.35666 0.37384
O 0.06133 -5.31983 -0.66366
C 0.03173 -4.85522 -1.98343
N 0.24748 -4.36449 2.88434
H -2.27213 -4.35008 1.98748
H -1.86863 -5.77891 2.96274
H -2.18390 -5.84179 1.22411
H 0.18935 -6.02987 1.72697
H 1.12432 -3.85133 0.34551
H -0.63668 -3.63463 0.19021
H -0.98872 -4.70373 -2.33534
H 0.33250 -5.70096 -2.60178
H 0.66536 -3.97447 -2.08773
H 0.00141 -5.02078 3.61154
H 1.25727 -4.38402 2.89038

Forces on atoms 1 to 6 (eV/Å):
-0.6310 -0.1053 0.0171
1.1894 0.8317 -2.8658
0.5427 -0.4483 0.6321
0.2349 -0.0415 0.8383
-0.9045 -0.3288 0.7370
-0.1103 1.0099 -0.5283


Entry 2:
Formula: C6H21BBrN3O7P3
Source: OMol25
Level of theory: ωB97M-V/def2-TZVPD

Computed properties:
- E: -123949.02690 eV
- HOMO-LUMO gap: 0.25562 Eh
- Total charge: +1

CARTESIAN COORDINATES (ANGSTROEM)
N -0.14704 2.53702 0.92123
B -1.14698 2.92320 -0.04298
O -0.90873 3.15527 -1.32867
P -3.02695 3.20140 0.51772
P -3.57836 5.30370 -0.14132
O -4.89233 5.65754 0.71322
Br -1.95008 6.23868 1.01315
P -4.48431 1.79209 -0.35390
O -4.17329 1.53178 -1.73872
O -4.49765 0.52007 0.58811
O -5.88789 2.52637 -0.14962
H -0.24066 1.55085 1.15803
H -0.24916 3.07734 1.77584
H 0.04082 3.25275 -1.47971
H -3.06413 3.00209 1.90862
H -5.60181 5.01980 0.56410
H -4.53696 0.74044 1.52776
H -6.11787 2.66085 0.77960
C 3.00273 0.86379 2.55282
O 1.93479 0.80664 3.14363
N 3.36640 0.06212 1.54388
C 4.65160 0.19304 0.88063
C 2.45324 -0.97648 1.09532
H 3.77443 1.60750 2.81149
H 4.51103 0.40185 -0.18072
H 5.22543 -0.72871 0.98112
H 5.21580 1.00763 1.32907
H 1.51442 -0.53248 0.75842
H 2.23022 -1.65921 1.91581
H 2.90236 -1.52404 0.27181
C 1.49737 -3.08097 -2.15455
O 2.58033 -2.60352 -1.86403
N 1.16062 -4.36622 -1.97089
C -0.14132 -4.88596 -2.34134
C 2.14390 -5.26382 -1.38286
H 0.68949 -2.48177 -2.60930
H -0.65304 -5.29026 -1.46615
H -0.03764 -5.67901 -3.08328
H -0.74859 -4.08944 -2.76563
H 2.43116 -4.91298 -0.39174
H 3.04024 -5.29861 -2.00121
H 1.71844 -6.26028 -1.30480

Forces on atoms 1 to 6 (eV/Å):
-1.0123 0.4029 -0.1775
0.9961 -0.4227 0.0612
-0.5074 0.3982 0.0018
-0.0193 0.0226 0.1146
0.1643 0.1712 -0.8779
0.1830 -0.1796 0.5314


Entry 3:
Formula: C28H40ClFeIO6Se
Source: OMol25
Level of theory: ωB97M-V/def2-TZVPD

Computed properties:
- E: -162325.73846 eV
- HOMO-LUMO gap (spin up / spin down): 0.22657 / 0.22363 Eh
- ⟨S²⟩: 6.008
- Total charge: -2
- Energy relative to the best compared isomer or geometry (same formula, charge and spin): 0.4248 eV
- Spin multiplicity: 5

CARTESIAN COORDINATES (ANGSTROEM)
Fe -3.31961 1.88460 -0.83209
C 3.73178 -1.39642 -2.15949
C 2.68489 -1.70337 -3.24186
C 2.70060 -3.21257 -3.49812
C 3.09724 -0.99591 -4.54291
C 1.30917 -1.20666 -2.80238
C 1.12747 0.13868 -2.49895
C -0.11016 0.62594 -2.13182
Se -0.28864 2.46801 -1.58358
C 0.16677 2.18734 0.27360
C 1.50772 2.16156 0.62125
C 1.89928 1.91805 1.92847
C 0.87948 1.69887 2.86013
C -0.46962 1.71952 2.55842
C -0.88283 1.99134 1.20881
O -2.12430 2.04733 0.87251
C -1.53091 1.45401 3.63042
C -2.40487 0.25665 3.22008
C -0.90485 1.13023 4.99012
C -2.41717 2.69960 3.80432
C 3.36040 1.86458 2.36921
C 4.32194 2.10656 1.20333
C 3.67103 0.47722 2.95404
C 3.62794 2.93937 3.43455
C -1.27518 -0.18778 -2.08204
O -2.43604 0.31021 -1.83480
C -1.07057 -1.58453 -2.31629
C 0.19214 -2.03394 -2.67667
C -2.24319 -2.55378 -2.12782
C -3.38138 -2.22971 -3.10969
C -1.82979 -4.01001 -2.36192
C -2.75833 -2.43821 -0.68280
H 4.71997 -1.75453 -2.46841
H 3.80032 -0.32427 -1.97158
H 3.46244 -1.88543 -1.22123
H 3.69836 -3.52645 -3.81750
H 2.44417 -3.76245 -2.59040
H 1.99092 -3.48150 -4.28292
H 4.08492 -1.33718 -4.87251
H 2.37371 -1.20707 -5.33298
H 3.13392 0.08489 -4.40215
H 1.95782 0.83622 -2.53408
H 2.23214 2.32722 -0.16576
H 1.16978 1.50249 3.88616
H -1.78342 -0.62031 3.02006
H -3.10558 0.00854 4.02381
H -2.97638 0.48630 2.32399
H -0.25619 0.25223 4.93015
H -0.32244 1.97243 5.37385
H -1.69954 0.91435 5.70845
H -2.88309 2.95146 2.85529
H -3.20356 2.51058 4.54254
H -1.81711 3.55051 4.13967
H 4.20604 1.34065 0.43395
H 4.15308 3.08458 0.74857
H 5.35352 2.07351 1.56533
H 3.47383 -0.29054 2.20361
H 4.72014 0.40709 3.26226
H 3.04254 0.26782 3.82046
H 3.37933 3.92586 3.03857
H 3.02033 2.77010 4.32495
H 4.68273 2.93745 3.73041
H 0.30764 -3.09179 -2.86946
H -3.02695 -2.31549 -4.14153
H -4.21790 -2.92012 -2.96499
H -3.74537 -1.21934 -2.94652
H -1.49245 -4.16909 -3.39007
H -1.03274 -4.31410 -1.67788
H -2.69122 -4.65866 -2.18591
H -3.13063 -1.43452 -0.48981
H -3.58034 -3.13897 -0.50992
H -1.95209 -2.65423 0.02384
O -7.16775 0.74105 -0.21332
Cl -5.87491 0.23348 -0.57152
O -5.90841 -1.19789 -0.62627
O -4.89782 0.65802 0.42256
O -5.44715 0.77530 -1.83544
I -4.02498 4.16504 -1.74239

Forces on atoms 1 to 6 (eV/Å):
1.0629 -1.1619 0.3019
-0.0273 -0.0334 -0.0370
0.0601 -0.0429 -0.0246
-0.0237 0.1035 0.0242
-0.0024 -0.0556 0.0457
0.0534 0.0350 0.0068